Record 1
Below is 3 unconnected molecules or ions with the total composition C4H11NO2 in a non-equilibrium geometry, with properties calculated with ωB97M-V with the def2-TZVPD basis set.

Positions of all 18 atoms, in Å:
N  0.36093  0.31882  1.55517
C  1.22939  -0.26870  0.61735
C  1.10166  -1.61148  0.37642
C  1.27783  0.44103  -1.69657
C  1.73170  0.61220  -0.45193
H  0.05814  -0.22855  2.34444
H  -0.44423  0.82467  1.19537
H  1.48040  -1.96530  -0.57575
H  0.44474  -2.24526  0.97379
H  1.81247  0.87224  -2.54708
H  0.47390  -0.26461  -1.84855
H  2.39412  1.40956  -0.13919
H  -1.58930  -1.80213  -0.22504
H  -2.65992  -1.31840  -1.19710
O  -2.03613  -1.01587  -0.51435
H  -2.33356  0.86431  -0.37982
H  -2.70638  1.71868  0.79577
O  -1.96985  1.57472  0.19011

Results
LUMO level = 0.0127 hartree
highest occupied orbital energy = -7.8629 eV
SMILES = C=CC(=C)N.O.O
calculated total energy = -364.17042 a.u.
frontier orbital gap = 8.207 eV

Record 2
Below is 2 unconnected molecules or ions with the total composition C4H8OS in a non-equilibrium geometry, with properties calculated with ωB97M-V with the def2-TZVPD basis set.

Positions of all 14 atoms, in Å:
C  1.63653  1.33748  -0.56869
C  0.69320  0.39075  -0.64804
C  -1.07131  -0.93519  0.79111
C  0.35263  -0.67150  0.44363
O  -1.93409  3.39100  1.05576
S  -1.22097  4.57517  1.67255
H  1.92807  2.14316  -1.28014
H  2.13932  1.68411  0.29691
H  0.27823  0.28681  -1.62970
H  -1.14976  -1.44282  1.77169
H  -1.61575  -1.56894  -0.06409
H  -1.59479  0.02521  0.87551
H  0.86588  -1.51688  0.20734
H  0.75925  -0.21129  1.32476

Results
LUMO level (alpha / beta) = -0.0631 / -0.0629 hartree
highest occupied orbital energy (alpha / beta) = -9.5111 / -9.5159 eV
SMILES = C=CCC.O=S
calculated total energy = -630.50719 a.u.
frontier orbital gap (alpha / beta) = 7.794 / 7.803 eV

Record 3
Below is 13 unconnected molecules or ions with the total composition C43H104Cl2O36P6 in a non-equilibrium geometry, with properties calculated with ωB97M-V with the def2-TZVPD basis set.

Positions of all 191 atoms, in Å:
C  -1.44084  -6.60408  -2.33693
Cl  -1.09965  -4.95012  -3.03446
Cl  0.04010  -7.35305  -2.08140
H  -2.06260  -6.35683  -1.47647
H  -2.03649  -7.07698  -3.11773
C  4.74121  -7.68894  3.33402
O  4.07464  -8.34250  4.33617
P  4.50595  -9.86167  4.69879
O  5.89130  -10.34403  4.44335
O  4.17306  -9.91501  6.28380
C  3.87957  -11.13504  6.82376
O  3.31365  -10.83925  4.15673
C  3.47043  -11.70622  3.04860
H  5.48635  -8.22738  2.74839
H  5.35382  -6.83885  3.63424
H  3.93814  -7.41771  2.64874
H  4.29677  -11.99543  6.30053
H  2.80159  -11.25738  6.92919
H  4.30478  -11.21257  7.82440
H  2.77393  -11.38127  2.27569
H  3.27467  -12.72624  3.37926
H  4.52888  -11.69234  2.78862
C  14.24807  0.62199  -3.97779
O  13.10479  -0.06898  -4.48931
P  12.15349  -0.77726  -3.30502
O  12.89818  -1.45254  -2.14119
O  11.17740  0.43871  -2.78426
C  10.49707  0.20102  -1.62472
O  11.18095  -1.68664  -4.17219
C  11.80644  -2.80628  -4.92742
H  13.87062  1.31322  -3.22426
H  14.87942  1.13058  -4.70638
H  14.88139  -0.02374  -3.36947
H  11.04374  0.45747  -0.71727
H  10.14938  -0.83090  -1.67333
H  9.64076  0.86774  -1.52316
H  11.34363  -3.79284  -4.90265
H  12.83245  -2.87586  -4.56610
H  11.81997  -2.63701  -6.00412
C  -11.09512  1.41663  -3.53085
O  -10.71672  1.48883  -2.19572
P  -11.27596  0.48363  -1.04940
O  -12.15264  -0.64396  -1.52126
O  -9.84368  0.05830  -0.36778
C  -9.03191  1.14178  0.13726
O  -11.86253  1.45493  0.13276
C  -12.37725  0.80634  1.25715
H  -11.02781  2.36218  -4.06890
H  -12.13692  1.09611  -3.52652
H  -10.50523  0.66727  -4.05866
H  -8.83002  1.99082  -0.51580
H  -8.04522  0.76118  0.40129
H  -9.47663  1.54362  1.04766
H  -11.56943  0.68924  1.97953
H  -12.84698  -0.12219  0.93265
H  -13.04254  1.51090  1.75623
C  4.73481  -1.05339  -8.55988
O  3.66084  -1.53321  -9.33280
P  3.96512  -2.21977  -10.79180
O  5.05979  -3.25661  -10.74753
O  2.52206  -2.84776  -11.21891
C  2.58638  -3.93977  -12.15508
O  4.27243  -0.97298  -11.79536
C  3.20032  -0.26762  -12.52884
H  4.45261  -0.21364  -7.92483
H  5.63782  -0.92639  -9.15700
H  5.10660  -1.84507  -7.90941
H  1.68336  -3.93738  -12.76554
H  2.58345  -4.93382  -11.70794
H  3.39435  -3.92095  -12.88648
H  2.59057  0.23570  -11.77853
H  2.54242  -1.01130  -12.97851
H  3.53685  0.38437  -13.33492
C  -4.07889  11.44935  -5.61812
O  -3.33222  10.68320  -6.57898
P  -3.88090  9.23635  -7.03456
O  -5.04316  9.28823  -7.94865
O  -4.11438  8.46718  -5.63882
C  -4.64677  7.10171  -5.60005
O  -2.64192  8.41940  -7.68940
C  -1.74443  9.02985  -8.70315
H  -3.50853  11.63543  -4.70807
H  -5.12018  11.16064  -5.47510
H  -4.08103  12.46086  -6.02426
H  -4.79159  6.66478  -6.58809
H  -5.66053  6.97845  -5.21902
H  -3.89240  6.50134  -5.09155
H  -1.86075  8.40881  -9.59132
H  -0.69051  9.02420  -8.42503
H  -2.04226  10.05592  -8.91899
C  -8.51679  -0.51253  10.26336
O  -7.64023  0.43476  9.60766
P  -8.20017  1.41901  8.41784
O  -9.53199  2.03334  8.65292
O  -8.19764  0.39528  7.10659
C  -7.53974  -0.81909  7.08689
O  -7.01455  2.49163  8.02402
C  -5.66526  1.93632  7.84242
H  -8.62440  -0.16678  11.29145
H  -8.27218  -1.57469  10.25359
H  -9.57171  -0.42080  10.00483
H  -7.29661  -1.13576  6.07264
H  -8.27828  -1.50066  7.50897
H  -6.69793  -0.75978  7.77677
H  -4.84958  2.47438  8.32539
H  -5.46592  1.86358  6.77327
H  -5.54428  0.94783  8.28553
O  3.82215  12.33242  -1.09495
C  4.15624  11.27980  -0.44419
O  4.26710  10.09883  -0.94080
C  4.32787  9.91119  -2.36164
C  2.88997  9.70342  -2.88664
C  4.65023  11.47810  0.94521
H  4.87257  8.96920  -2.42533
H  4.84748  10.77356  -2.77930
H  3.10395  8.90847  -3.60105
H  2.54258  10.62476  -3.35413
H  2.19496  9.40758  -2.10080
H  4.98558  10.52713  1.35907
H  3.87408  11.98675  1.51700
H  5.45562  12.20885  0.87137
O  2.18985  0.31876  -0.01459
C  0.97763  0.55558  -0.07045
O  0.04570  0.17328  0.77265
C  0.36292  -0.37463  2.03414
C  -0.40616  -1.69934  2.13516
C  0.35240  1.20095  -1.31926
H  -0.03371  0.39986  2.69060
H  1.43642  -0.48781  2.18541
H  0.12614  -2.46519  1.57105
H  -1.46434  -1.65241  1.87795
H  -0.20653  -2.06159  3.14364
H  -0.62258  0.75002  -1.50415
H  1.07308  1.00310  -2.11272
H  0.09768  2.24493  -1.13674
O  0.73769  -2.47771  9.49886
C  1.41513  -3.45245  9.68512
O  2.67521  -3.72803  9.26664
C  3.36834  -2.78058  8.46009
C  4.82035  -2.54008  8.87955
C  1.02808  -4.63871  10.62264
H  2.88474  -1.80395  8.48076
H  3.27594  -3.11212  7.42586
H  4.87157  -2.07361  9.86336
H  5.23158  -1.92866  8.07634
H  5.19482  -3.54794  9.05876
H  -0.02084  -4.77361  10.35873
H  0.97972  -4.26360  11.64492
H  1.66268  -5.51904  10.52065
O  -5.03846  -7.23260  6.63890
C  -4.31264  -8.15548  7.08477
O  -4.66098  -9.07020  7.87511
C  -5.85266  -8.81405  8.57294
C  -6.10058  -9.97751  9.56104
C  -2.94610  -8.47376  6.41373
H  -6.64761  -8.71531  7.83376
H  -5.75707  -7.86573  9.10176
H  -5.86497  -11.00462  9.28242
H  -7.09096  -9.89305  10.00838
H  -5.43788  -9.80369  10.40881
H  -2.59185  -9.50445  6.43105
H  -2.06569  -7.97566  6.81980
H  -2.90739  -8.23622  5.35063
O  2.78500  5.66301  7.01056
C  3.67166  4.97277  7.46981
O  4.36601  4.06925  6.74807
C  4.51289  4.12131  5.32595
C  5.63073  5.10619  5.01085
C  4.06212  5.04301  8.92509
H  3.64456  4.64015  4.91990
H  4.52553  3.11811  4.89989
H  5.71714  5.13484  3.92466
H  6.58436  4.76423  5.41305
H  5.48772  6.13363  5.34556
H  4.84132  5.75523  9.19656
H  4.23979  4.00626  9.21087
H  3.06229  5.11644  9.35292
O  -4.98600  1.16599  -10.22590
C  -3.80481  1.37951  -10.50228
O  -3.39555  2.12532  -11.47608
C  -4.31943  2.88730  -12.27369
C  -4.41176  2.26453  -13.67560
C  -2.70528  0.88492  -9.63558
H  -4.01881  3.88458  -12.59487
H  -5.21158  3.20506  -11.73404
H  -3.41889  2.11330  -14.09920
H  -5.10045  2.85482  -14.28005
H  -4.72851  1.22894  -13.55187
H  -2.33039  -0.13356  -9.73686
H  -3.03958  0.95143  -8.60025
H  -1.82161  1.51673  -9.72534

Results
LUMO level = 0.0032 hartree
highest occupied orbital energy = -9.9901 eV
calculated total energy = -7378.24710 a.u.
frontier orbital gap = 10.078 eV

Record 4
Below is 2 unconnected molecules or ions with the total composition C2H6N in a non-equilibrium geometry, with properties calculated with ωB97M-V with the def2-TZVPD basis set.

Positions of all 9 atoms, in Å:
C  -0.59905  -0.49218  -0.02164
C  -0.21189  0.92613  -0.03351
N  0.74657  -0.17561  -0.13015
H  -1.01846  -0.88056  0.90360
H  -1.23073  -1.13203  -0.71965
H  -0.39571  1.38504  -0.97215
H  -0.18972  1.58985  0.88746
H  1.82192  -0.69217  1.11171
H  1.07708  -0.52847  -1.02567

Results
LUMO level = -0.2668 hartree
net charge = +1
highest occupied orbital energy = -17.4124 eV
calculated total energy = -134.11372 a.u.
frontier orbital gap = 10.152 eV